DFT (the ωB97M-V functional and the def2-TZVPD basis) results for 15 unconnected molecules or ions with the total composition H31O15.

Summary:
DFT total energy	-1146.95612	Ha
net charge	+1
HOMO energy	-13.30	eV
energy relative to the best compared isomer or geometry (same formula, charge and spin)	29.4	kcal/mol
2S+1	1
frontier orbital gap	10.5	eV

Structure (XYZ):
```
46
Properties=species:S:1:pos:R:3:forces:R:3
O 1.255331 -2.544344 0.270418 0.08 -0.75 -0.11
H -1.856592 1.601307 -2.068992 -0.42 0.47 -0.52
H 1.382333 -3.058785 1.073338 -0.02 0.01 0.16
O 1.851496 0.132731 -3.377625 -1.08 0.97 -0.82
H 1.291062 0.931679 -3.381801 0.12 -0.02 0.99
H 1.819860 0.080280 -4.345764 0.73 -0.93 -0.01
O -1.007329 1.262275 -2.367740 -0.22 0.02 0.66
H -0.762200 3.292335 -1.131059 0.02 0.05 -0.06
H 1.594481 1.295078 4.773698 0.02 -0.08 0.08
O 0.055460 -3.856468 -1.724648 0.24 0.22 0.63
H -4.511349 -0.759866 0.491669 -0.03 -0.04 -0.04
H -0.389943 -3.250582 -2.324279 -0.23 -0.40 -0.51
O 1.510902 1.859195 -0.135542 -0.07 -0.45 -1.45
H 1.268862 1.015309 -0.637716 0.06 0.82 1.13
H 0.641896 2.336077 0.024395 0.08 0.22 0.48
O -0.554261 3.422136 -0.197201 -0.19 0.04 -0.70
H -0.120324 -0.655812 0.443028 0.27 -0.13 0.09
H -0.938277 0.558962 -1.698478 0.55 0.17 -0.07
O 0.186238 -0.235019 -0.368226 -0.63 -0.01 -0.84
H -3.198403 -1.552602 -1.687047 0.02 -0.24 -0.53
H -3.048085 -0.727622 0.123902 -0.13 -0.27 0.03
O -2.666426 0.565374 2.971634 0.62 0.77 0.05
H 1.985034 1.628272 0.724559 0.16 0.42 0.15
H -3.069952 0.219017 2.158016 -0.10 -0.41 0.25
O -3.728594 -0.200518 0.550784 0.11 0.31 0.06
H -0.945244 4.267555 0.035655 0.05 0.12 0.19
H 3.733851 1.017294 1.375441 0.13 -0.49 0.30
O -1.426243 -1.434710 -3.057301 -0.33 -0.61 -0.33
H 1.770441 1.290269 3.264175 0.04 0.23 -0.17
O 3.766044 -1.099466 1.237235 -0.66 0.05 0.04
H 3.058538 -1.526248 0.725829 0.23 0.05 -0.38
H 3.475441 -1.321147 2.129561 0.35 0.16 0.31
O -3.672808 -2.292281 -1.293315 0.01 0.08 0.36
H -2.365362 -0.114652 3.575319 -0.32 -0.38 -0.18
H -3.137814 -3.069761 -1.478047 0.00 0.01 -0.11
O 3.252290 1.801247 1.687383 0.04 -0.13 -0.30
H 0.588268 -0.938199 -0.886240 0.28 -0.49 0.38
H 3.725223 2.538415 1.279767 -0.01 0.15 0.20
O 1.338625 0.819403 3.978301 0.09 -0.38 0.36
H 0.971992 -3.223907 -0.394729 0.09 0.51 0.21
H -0.666077 1.230191 2.389506 -0.95 0.65 1.01
O -0.177677 1.959544 2.013471 1.65 -0.44 -1.71
H -0.338913 2.850131 2.298733 -0.89 -0.17 0.83
H 0.031734 -4.765881 -2.026508 -0.19 0.07 -0.42
H -0.679020 -1.117222 -2.570436 0.70 0.33 0.36
H -1.328935 -0.955371 -3.889019 -0.26 -0.07 -0.09
```
Positions in Å, forces in eV/Å.

---

DFT (the ωB97M-V functional and the def2-TZVPD basis) results for a single C5H5NO2 molecule.

Summary:
DFT total energy	-398.57148	Ha
HOMO energy	-9.24	eV
energy relative to the best compared isomer or geometry (same formula, charge and spin)	129.9	kcal/mol
2S+1	1
frontier orbital gap	8.6	eV

Structure (XYZ):
```
13
Properties=species:S:1:pos:R:3:forces:R:3
C -0.707126 0.207523 0.196850 -1.18 0.72 0.05
C 0.374812 0.985498 0.789743 2.15 2.72 1.61
C 1.665203 0.564922 -0.061583 -0.81 0.02 -2.59
C 1.276026 -0.503274 -0.882390 2.57 0.45 -0.62
C -0.061473 -1.028766 -0.502871 -0.92 0.75 0.68
H -2.388445 -1.414600 0.166608 0.22 3.37 -0.18
H 0.283653 2.237767 0.664291 -0.02 -3.61 0.80
H 0.327151 0.580947 2.001441 0.81 1.71 -3.26
H 2.603184 1.317320 -0.355618 -2.53 -2.41 1.40
H 1.857357 -1.020544 -1.816175 -1.32 1.45 2.71
N -1.961651 0.613339 0.330781 5.22 -1.41 0.26
O -2.731295 -0.406777 0.166120 -4.29 -4.62 -0.89
O -0.537396 -2.133355 -0.697197 0.11 0.88 0.01
```
Positions in Å, forces in eV/Å.

---

DFT (the ωB97M-V functional and the def2-TZVPD basis) results for a molecular structure, C45H42BBaN10O2S4Se2.

Summary:
DFT total energy	-8884.39737	Ha
net charge	-1
HOMO energy	-3.82	eV
energy relative to the best compared isomer or geometry (same formula, charge and spin)	18.6	kcal/mol
2S+1	1
frontier orbital gap	5.8	eV

Structure (XYZ):
```
107
Properties=species:S:1:pos:R:3:forces:R:3
Ba -0.867191 -1.095671 0.113577 0.27 0.22 0.01
C 4.489424 1.798459 2.031035 0.07 0.05 0.00
C 3.549396 0.713633 2.444027 0.13 0.00 -0.01
C 3.835797 -0.414384 3.189764 -0.04 -0.04 -0.10
C 2.636537 -1.158527 3.193449 0.12 0.04 0.00
N 1.707627 -0.530489 2.490834 -0.01 0.08 0.22
N 2.257733 0.634781 2.056776 -0.12 0.02 0.02
B 1.263621 1.469990 1.199524 -0.04 -0.14 0.11
N 1.729506 1.712176 -0.260480 -0.20 0.03 0.04
N 1.265857 0.763353 -1.120898 0.16 -0.08 -0.07
C 1.635219 1.140875 -2.339168 -0.01 0.11 -0.04
C 2.341790 2.354196 -2.279254 -0.08 0.02 0.01
C 2.357747 2.691712 -0.939909 0.04 0.02 0.01
C 2.886640 3.922683 -0.282909 0.02 0.02 0.03
C 1.239790 0.367024 -3.527275 -0.04 0.01 0.00
C 1.008904 -1.004485 -3.446293 -0.03 -0.02 -0.02
C 0.594474 -1.711109 -4.565807 0.01 -0.01 0.04
C 0.416364 -1.061559 -5.777769 0.00 0.02 -0.02
C 0.644457 0.304801 -5.864259 -0.02 -0.01 -0.01
C 1.049270 1.015354 -4.745511 -0.01 -0.01 0.01
N 0.487426 2.639434 1.851378 -0.03 0.09 -0.22
N -0.816723 2.621296 1.463593 0.14 0.02 -0.07
C -1.376700 3.724801 1.927061 0.04 0.04 0.02
C -0.430734 4.483290 2.647981 -0.06 -0.01 -0.02
C 0.737169 3.757348 2.571562 0.07 0.02 0.19
C 2.040925 4.057669 3.235492 0.03 -0.08 0.05
C -2.798580 3.999947 1.654227 0.01 -0.01 0.02
C -3.381063 5.204913 2.038672 -0.01 0.01 -0.01
C -4.718364 5.460098 1.772752 0.00 0.01 -0.01
C -5.492847 4.512759 1.118657 -0.02 -0.01 -0.01
C -4.920776 3.307859 0.731796 0.04 0.00 0.01
C -3.584791 3.055112 0.995025 -0.05 -0.02 0.01
C 2.355419 -2.465634 3.810023 -0.05 0.02 0.02
C 1.039940 -2.879260 4.008103 -0.01 -0.05 0.02
C 0.769034 -4.134185 4.534195 -0.02 0.05 0.04
C 1.808569 -4.980696 4.892424 0.02 -0.01 0.03
C 3.123509 -4.571704 4.709169 -0.01 -0.02 -0.01
C 3.394438 -3.325102 4.166025 -0.01 0.04 0.03
H 5.503529 1.515348 2.310719 0.00 -0.01 -0.01
H 4.276268 2.756545 2.506709 0.02 -0.06 -0.06
H 4.467763 1.947878 0.950491 -0.02 -0.01 -0.01
H 4.774594 -0.646453 3.666227 0.00 0.00 0.00
H 0.407975 0.691392 1.073764 -0.18 -0.02 0.03
H 2.760592 2.916278 -3.097458 0.00 0.01 0.01
H 3.876117 4.173186 -0.667550 0.00 0.00 -0.02
H 2.966257 3.794898 0.793693 -0.01 -0.01 -0.07
H 2.228779 4.774300 -0.468544 -0.02 -0.02 0.01
H 1.158431 -1.525052 -2.507552 0.02 0.02 -0.01
H 0.400721 -2.773684 -4.480924 0.00 0.00 0.00
H 0.079713 -1.612506 -6.646923 0.00 0.00 0.00
H 0.480747 0.825136 -6.799952 0.00 -0.01 0.00
H 1.181666 2.089249 -4.802861 0.01 0.00 -0.01
H -0.574583 5.402680 3.191478 0.00 0.00 -0.01
H 1.856749 4.582706 4.172170 0.00 0.03 -0.01
H 2.686592 4.692626 2.624213 -0.01 0.00 0.02
H 2.581211 3.141709 3.474340 -0.10 0.03 0.02
H -2.783313 5.951460 2.547532 0.00 0.00 0.00
H -5.156866 6.402429 2.077825 0.00 0.00 0.00
H -6.537625 4.710485 0.914352 0.00 0.00 0.00
H -5.509961 2.551068 0.229396 -0.02 0.03 0.00
H -3.149395 2.112008 0.694084 0.04 0.00 0.01
H 0.220434 -2.235241 3.718046 0.01 0.02 0.00
H -0.262299 -4.447578 4.629362 0.00 -0.01 0.01
H 1.596560 -5.960354 5.301624 0.00 0.00 0.00
H 3.940587 -5.229836 4.978564 0.00 0.00 0.00
H 4.422588 -3.018192 4.007056 0.00 0.00 0.01
O -6.409892 -6.157870 1.039109 -0.01 -0.01 0.01
C -5.567349 -5.291627 1.054793 0.02 0.04 -0.02
S -5.831664 -3.638515 0.497045 -0.03 -0.03 0.00
C -4.213684 -3.029646 0.816954 0.23 -0.03 -0.04
C -3.314817 -3.892003 1.339187 0.05 0.02 -0.03
S -1.652423 -3.617228 1.776957 0.09 -0.07 0.10
S -3.914630 -5.520953 1.634224 -0.03 -0.02 0.00
S -3.894404 -1.358620 0.425754 -0.49 -0.08 0.21
Se -3.629820 -0.785532 -2.095270 0.21 -0.07 -0.12
Se -2.942845 0.156181 -4.331747 0.00 -0.03 -0.05
C -2.285659 1.803844 -3.613153 -0.04 0.02 -0.05
C -2.263946 2.909062 -4.472539 0.04 0.02 0.00
C -1.802287 4.117944 -3.995192 0.00 -0.01 0.01
C -1.396137 4.205011 -2.668494 0.02 0.00 -0.01
C -1.461889 3.061791 -1.893869 0.07 0.01 0.00
N -1.883993 1.879126 -2.350030 0.05 -0.02 0.00
C -2.740357 -2.465014 -2.523538 -0.19 0.19 -0.05
C -3.096206 -3.154851 -3.678613 0.00 -0.08 0.03
C -2.420823 -4.323413 -3.976546 0.01 0.00 -0.01
C -1.435131 -4.782049 -3.110857 -0.07 -0.01 0.04
C -1.168001 -4.041858 -1.975223 -0.02 -0.04 -0.04
N -1.798542 -2.897169 -1.701671 0.00 -0.09 -0.17
H -2.618610 2.801864 -5.488862 0.00 0.00 0.00
H -1.774962 4.985784 -4.643784 0.00 0.00 0.01
H -1.043496 5.131928 -2.236082 -0.01 0.01 -0.01
H -1.166134 3.084945 -0.851142 0.04 -0.04 0.04
H -3.884146 -2.778808 -4.314996 -0.01 0.00 0.01
H -2.670848 -4.879789 -4.871529 0.00 0.00 0.00
H -0.895355 -5.699404 -3.301049 -0.01 0.00 -0.01
H -0.422802 -4.346174 -1.251562 0.01 0.00 0.00
C 2.010931 -4.710173 1.183848 -0.01 -0.03 -0.02
N 2.869993 -3.600788 0.802130 -0.04 0.10 -0.04
C 2.402119 -2.584932 0.035757 0.04 -0.16 0.07
N 3.225455 -1.506398 -0.127268 0.01 0.01 -0.02
O 1.310542 -2.657642 -0.546487 -0.06 0.07 0.04
H 2.619567 -5.601156 1.332704 0.01 0.01 0.00
H 1.302457 -4.892744 0.381743 0.00 -0.01 0.00
H 1.444166 -4.500881 2.092071 0.04 -0.02 -0.10
H 3.646370 -3.393918 1.408291 0.00 -0.02 -0.01
H 3.852676 -1.285910 0.633242 -0.01 0.00 0.00
H 2.743905 -0.705681 -0.521738 0.00 -0.01 -0.01
```
Positions in Å, forces in eV/Å.